No. 1
# C5H8N

A 2-piece molecular cluster, C5H8N overall (ωB97M-V/def2-TZVPD, the OMol25 dataset).

The total charge is +1. For the total energy, the calculation gives -6792.6903 eV. The multiplicity is 1.

Geometry (Å):
H1 2.783 -0.856 -0.945
H2 0.289 2.575 -0.107
H3 -1.766 -2.201 -0.656
C1 -2.127 -0.100 0.109
C2 -0.941 0.732 -0.054
H4 0.742 -0.591 0.438
C3 -1.381 -1.308 -0.232
H5 2.775 -0.056 0.637
C4 -0.384 -0.585 0.332
H6 -3.053 0.123 0.771
H7 -1.411 2.567 -0.663
N1 2.442 -0.727 0.046
C5 -0.635 2.041 -0.175
H8 2.667 -1.613 0.498

***

No. 2
# N2O3

A 2-piece molecular cluster, N2O3 overall (ωB97M-V/def2-TZVPD, the OMol25 dataset).

For the total energy, the calculation gives -9116.4854 eV. The multiplicity is 1.

Geometry (Å):
N1 0.073 -0.443 0.635
O1 0.059 0.847 -1.449
O2 -0.300 -0.830 1.681
O3 1.054 -0.528 -0.043
N2 -0.886 0.954 -0.824

***

No. 3
# C23H30BN4O6ReS3

C23H30BN4O6ReS3 as an isolated structure (ωB97M-V/def2-TZVPD, the OMol25 dataset).

The expectation value of S² is 0.758. The total charge is +1. For the total energy, the calculation gives -77892.5171 eV. The multiplicity is 2.

Geometry (Å):
C1 0.070 -6.471 1.316
C2 -1.368 -6.618 1.812
C3 2.206 1.942 -1.529
H1 2.249 7.046 -0.002
H2 -2.868 -0.350 0.066
C4 0.392 -5.035 0.901
H3 2.060 -6.866 2.136
S1 -2.903 3.874 2.506
C5 -1.783 0.660 -2.886
H4 3.194 2.304 1.305
H5 -2.094 -6.362 1.037
O1 1.181 -1.135 -0.218
H6 0.035 -8.429 0.391
N1 -1.761 3.381 -0.057
C6 2.237 5.932 -1.843
Re1 -0.830 1.404 -0.277
C7 -2.683 -0.192 -1.998
H7 1.680 2.013 2.181
H8 -3.150 2.338 4.425
C8 -2.751 2.395 3.426
C9 -2.081 1.439 2.752
N2 -2.720 0.376 -0.629
H9 -1.560 -5.999 2.691
H10 0.903 -6.248 3.316
H11 3.052 -3.259 -0.354
S2 -2.020 4.864 -0.768
H12 2.330 0.750 1.095
O2 -0.921 -1.591 0.556
N3 -1.617 1.867 1.528
C10 -2.049 3.115 1.223
H13 2.288 0.857 -1.477
H14 -0.459 4.257 -3.067
C11 2.221 1.818 1.258
H15 -2.260 -1.194 -1.947
C12 0.263 -7.400 0.109
C13 1.097 -2.481 0.110
H16 1.888 4.785 -3.635
C14 1.661 6.422 -0.664
H17 -3.484 1.045 -0.549
H18 -3.670 -0.260 -2.452
C15 -0.557 -4.016 0.979
O3 -1.696 0.536 -4.070
H19 3.187 2.412 -1.520
B1 -0.069 -0.598 0.059
O4 -1.074 1.571 -2.194
H20 -0.399 -7.117 -0.711
H21 -1.835 0.447 3.097
C16 1.459 5.146 -2.707
C17 0.352 6.124 -0.350
H22 2.409 -5.528 0.357
C18 1.016 -6.897 2.447
C19 -0.402 5.336 -1.212
H23 0.791 -7.920 2.754
H24 1.288 -7.376 -0.261
H25 -0.097 6.509 0.555
H26 1.659 2.246 -2.417
O5 -2.784 4.589 -1.943
S3 1.285 2.568 -0.101
H27 -1.560 -4.190 1.338
N4 3.563 6.177 -2.128
H28 3.997 6.953 -1.656
C20 1.676 -4.736 0.422
H29 -1.547 -7.656 2.096
C21 -0.170 -2.756 0.576
C22 2.057 -3.464 0.016
C23 0.147 4.850 -2.396
H30 3.850 6.076 -3.088
O6 -2.523 5.722 0.270

***

No. 4
# C4H4IrO5

C4H4IrO5 as an isolated structure (ωB97M-V/def2-TZVPD, the OMol25 dataset).

The expectation value of S² is 6.014. The total charge is +1. For the total energy, the calculation gives -17273.9470 eV. The multiplicity is 5.

Geometry (Å):
O1 -0.042 1.346 -0.680
Ir1 2.325 0.916 1.090
C1 1.320 1.033 -0.574
H1 0.716 1.228 -3.653
O2 1.513 -0.384 0.096
O3 1.775 1.080 -1.895
C2 -0.535 0.766 -1.890
C3 0.510 -0.770 2.037
O4 1.203 0.061 2.562
H2 -1.017 -0.201 -1.685
H3 -1.273 1.452 -2.325
C4 0.729 0.608 -2.748
H4 0.908 -0.439 -3.034
O5 -0.453 -1.412 1.909

***

No. 5
# C41H43F5FeN7S2Te

C41H43F5FeN7S2Te as an isolated structure (ωB97M-V/def2-TZVPD, the OMol25 dataset).

The expectation value of S² is 8.778. For the total energy, the calculation gives -130582.5763 eV. The multiplicity is 6.

Geometry (Å):
F1 0.923 -2.750 12.845
H1 -1.824 -6.717 19.173
S1 0.861 -1.078 17.607
H2 -2.504 3.447 17.841
H3 -2.680 -1.174 14.353
H4 -0.990 3.625 21.828
H5 0.874 2.980 24.241
H6 1.360 -3.020 25.146
C1 1.270 -1.667 22.298
C2 0.263 2.086 24.108
H7 -3.456 1.883 22.775
C3 1.295 0.732 14.009
H8 -3.239 -2.096 17.669
C4 -2.986 0.852 19.459
C5 -2.082 0.381 17.302
C6 -3.753 1.727 21.732
C7 1.417 -5.094 17.960
C8 -2.421 -0.368 15.030
H9 -4.510 2.310 19.129
H10 3.793 -1.295 22.801
N1 -2.116 0.197 18.706
H11 0.609 1.323 26.093
H12 -5.064 -3.713 22.014
C9 1.429 -3.229 24.068
H13 -1.805 2.967 15.052
F2 0.548 -3.052 15.608
C10 3.885 -4.019 24.109
C11 -4.372 1.211 18.991
H14 -3.999 2.677 21.255
H15 2.066 -2.453 19.941
C12 1.139 0.534 15.377
H16 -4.424 -6.651 20.189
H17 4.510 -4.134 23.222
C13 -1.559 2.919 17.618
C14 -2.047 -1.528 23.616
N2 0.137 -3.249 19.675
C15 -2.707 1.054 20.884
H18 -5.513 -3.157 20.377
H19 -3.059 -1.422 23.203
H20 4.289 -4.715 24.852
C16 -0.347 1.849 22.875
H21 -0.949 3.569 17.003
N3 -1.631 0.448 21.366
C17 -2.803 -3.778 20.190
H22 -2.153 -1.863 24.655
H23 -5.923 -4.793 20.905
H24 -0.062 2.500 20.818
C18 0.974 -1.685 13.662
C19 -0.703 0.051 24.946
F3 1.450 1.966 13.504
C20 0.031 -5.114 18.167
H25 -5.098 0.733 19.641
C21 0.118 1.157 25.131
C22 -1.934 1.948 15.411
C23 -1.285 -0.231 23.716
C24 0.802 -1.832 15.048
H26 3.240 -4.126 18.641
H27 0.752 3.453 22.066
C25 -2.435 -5.894 19.566
H28 -1.776 -2.705 16.906
C26 2.172 -4.178 18.692
C27 3.238 -1.526 23.714
H29 5.027 -2.220 24.591
C28 -2.640 -2.055 16.762
F4 1.425 -0.227 11.852
H30 -4.549 0.939 17.967
C29 -0.167 2.905 21.822
C30 1.250 -0.384 13.193
C31 0.923 -0.725 15.906
C32 -5.178 -3.998 20.959
N4 1.898 -2.042 23.358
C33 2.408 -4.383 23.784
N5 -1.857 -4.607 19.622
H31 -1.546 -2.324 23.038
H32 -1.008 2.730 18.540
C34 -2.326 -0.649 16.388
N6 0.549 -1.359 21.423
H33 3.128 -0.607 24.304
H34 0.440 -3.486 23.675
H35 -0.913 -0.623 25.776
C35 -0.554 -4.265 19.155
C36 -1.827 1.689 16.783
H36 -3.198 -2.488 15.940
C37 -3.687 -5.857 20.039
C38 -1.120 0.694 22.658
Te1 1.347 0.744 19.115
H37 1.869 -5.766 17.231
H38 -4.680 1.160 21.703
S2 -2.903 -2.131 20.366
H39 -0.609 -5.759 17.591
H40 2.272 -4.715 22.750
F5 1.152 1.589 16.193
N7 -3.929 -4.538 20.419
H41 -2.239 1.065 13.454
C39 3.983 -2.546 24.587
C40 -2.206 0.901 14.538
Fe1 -0.761 -0.974 20.023
H42 3.631 -2.452 25.635
C41 1.479 -3.248 19.490
H43 2.046 -5.216 24.400

***

No. 6
# C4H7N2OP

One molecule with the formula C4H7N2OP (ωB97M-V/def2-TZVPD, the OMol25 dataset).

For the total energy, the calculation gives -18575.0050 eV. The multiplicity is 1.

Geometry (Å):
H1 -0.203 3.285 0.315
N1 -1.098 0.114 0.090
C1 -0.234 2.221 0.206
H2 2.415 -0.783 -1.159
H3 -2.424 -1.343 -1.179
H4 1.641 -1.268 1.505
C2 0.894 0.343 -0.246
N2 0.906 1.551 -0.066
P1 -2.051 -1.250 0.178
H5 -0.988 -2.146 -0.019
C3 1.623 -0.898 -0.411
O1 2.259 -1.339 0.769
C4 -1.333 1.395 0.296
H6 0.912 -1.662 -0.776
H7 -2.319 1.779 0.497

***

No. 7
# C3H9INP

A 2-piece molecular cluster, C3H9INP overall (ωB97M-V/def2-TZVPD, the OMol25 dataset).

For the total energy, the calculation gives -22131.6157 eV. The multiplicity is 1.

Geometry (Å):
H1 0.444 -0.101 1.058
C1 0.399 0.081 -0.081
H2 -2.136 1.042 2.768
H3 1.827 1.892 -0.158
H4 0.892 -1.047 -1.801
H5 0.687 -2.106 -0.143
P1 -1.936 -0.387 2.501
N1 -0.632 0.993 -0.122
C2 0.344 -1.219 -0.822
H6 -0.687 -1.526 -1.067
H7 1.689 1.020 -1.666
H8 -3.104 -0.850 1.979
I1 -1.953 1.111 -1.612
C3 1.740 0.900 -0.556
H9 2.426 0.196 -0.279

***

No. 8
# C10H18N2O5

One molecule with the formula C10H18N2O5 (ωB97M-V/def2-TZVPD, the OMol25 dataset).

Its SMILES is CC(C)C[C@H](N)C(=O)N[C@@H](CC(=O)O)C(=O)O. For the total energy, the calculation gives -23880.6800 eV. The multiplicity is 1.

Geometry (Å):
H1 -0.477 -1.672 0.933
C1 0.132 0.293 0.996
C2 2.843 -0.966 0.910
H2 -3.634 -0.270 -1.968
N1 0.295 -1.053 0.837
C3 1.583 -1.800 -1.116
C4 -3.451 1.210 -0.328
O1 1.030 1.085 0.987
N2 -1.335 2.070 1.674
C5 -3.921 0.786 -1.790
O2 0.062 -0.468 -2.473
H3 -3.375 1.358 -2.554
H4 0.809 -2.514 -1.424
H5 -1.996 -0.229 -0.633
H6 1.590 -2.687 0.734
H7 -1.329 1.346 -0.898
H8 2.566 -2.166 -1.456
H9 -5.372 0.796 0.553
H10 3.540 -0.112 2.493
H11 2.850 0.052 -1.621
C6 1.562 -1.633 0.413
H12 -1.800 -0.017 1.819
C7 -4.336 0.507 0.716
H13 -0.989 2.138 2.643
O3 3.822 -0.808 0.213
C8 1.177 -0.596 -2.014
H14 -3.517 2.256 -0.074
O4 2.190 0.251 -2.252
H15 -4.109 0.793 1.750
H16 -0.646 2.659 1.181
C9 -1.332 0.772 1.150
O5 2.753 -0.713 2.254
H17 -5.024 0.801 -1.983
C10 -1.987 0.790 -0.210
H18 -4.278 -0.609 0.727

***

No. 9
# CHF2NO3

A 2-piece molecular cluster, CHF2NO3 overall (ωB97M-V/def2-TZVPD, the OMol25 dataset).

For the total energy, the calculation gives -14115.6731 eV. The multiplicity is 1.

Geometry (Å):
O1 1.201 0.802 0.203
O2 0.565 -1.516 -0.258
F1 -0.897 1.303 0.991
O3 -1.507 -1.279 0.185
C1 -0.058 0.605 0.358
N1 -0.396 -0.922 0.106
H1 1.760 0.139 -0.197
F2 -0.667 0.869 -1.388

***

No. 10
# C3H28N2O10

A 11-piece molecular cluster, C3H28N2O10 overall (ωB97M-V/def2-TZVPD, the OMol25 dataset).

Its SMILES is [H]/N=C/NCC.O.O.O.O.O.O.O.O.O.O. For the total energy, the calculation gives -27017.6221 eV. The multiplicity is 1.

Geometry (Å):
H1 3.146 2.803 -2.126
O1 0.848 0.362 2.970
H2 -1.151 -0.108 -2.352
H3 2.904 -0.246 -3.239
H4 -2.968 -3.477 0.678
H5 -1.421 -1.866 0.539
O2 -2.989 2.242 0.432
H6 -2.420 2.196 1.155
H7 1.816 2.475 -1.641
O3 1.913 3.076 1.608
H8 -0.808 -0.981 1.987
H9 0.096 0.264 3.682
H10 2.608 -1.178 1.551
H11 -2.307 0.127 -3.222
H12 0.304 -3.661 0.513
O4 -3.696 -0.319 0.044
H13 -3.290 1.279 0.234
H14 3.110 -0.018 -1.859
O5 2.499 2.995 -1.469
H15 0.945 -1.716 -0.858
O6 0.715 0.533 -2.730
C1 0.568 -2.623 0.966
C2 -0.811 -1.984 1.489
H16 1.099 -2.978 1.929
H17 -0.726 2.017 -0.535
H18 1.754 2.247 2.006
H19 -3.223 -0.429 -0.862
H20 1.686 2.958 0.734
H21 2.967 0.753 0.510
O7 -2.093 -0.310 -2.408
O8 -3.502 -2.739 1.035
H22 -3.692 -0.934 0.732
O9 -0.244 2.563 -1.059
H23 1.381 -0.236 3.449
H24 -3.201 -2.835 2.077
H25 0.279 0.903 -1.964
H26 0.785 1.292 -3.267
H27 -0.906 3.384 -1.007
N1 1.306 -1.922 -0.026
H28 -1.277 -2.770 2.067
O10 3.640 -0.437 -2.537
N2 2.244 0.244 0.143
C3 2.110 -0.945 0.633

***

No. 11
# C30H53BeBrN4P2

C30H53BeBrN4P2 as an isolated structure (ωB97M-V/def2-TZVPD, the OMol25 dataset).

The total charge is +2. For the total energy, the calculation gives -126935.4040 eV. The multiplicity is 1.

Geometry (Å):
N1 -7.063 5.411 -5.963
H1 6.794 1.694 -1.557
C1 -4.714 3.310 -3.032
N2 -1.503 0.612 4.562
C2 -2.092 1.459 0.039
H2 -0.170 -3.231 2.090
C3 5.851 -2.362 2.397
C4 6.131 -2.805 -2.501
C5 -3.161 -1.808 0.121
H3 -7.023 3.709 -7.128
C6 0.745 -2.804 -1.461
Be1 -0.196 -0.259 0.991
H4 1.589 1.867 5.532
H5 -5.632 2.387 -5.525
H6 7.223 -2.757 -2.455
H7 6.866 -2.737 2.223
H8 -0.625 0.906 6.462
H9 -5.105 3.353 -2.012
C7 5.152 -1.987 1.092
C8 -0.709 0.633 -1.733
H10 2.371 0.562 4.577
C9 1.299 1.906 2.707
H11 5.835 -2.757 -3.553
H12 -2.002 -1.669 -1.683
H13 -2.806 -1.119 0.903
H14 -2.243 -3.333 -1.152
H15 1.064 -2.680 -3.579
P1 6.300 -1.215 -0.144
H16 1.593 2.919 3.072
H17 5.521 -0.737 -2.362
H18 5.480 0.704 1.026
N3 -1.011 0.154 2.344
P2 -0.369 -2.273 -0.077
H19 4.419 -1.879 -1.530
C10 -5.902 3.419 -5.283
H20 1.616 -2.137 -1.377
H21 4.740 -2.884 0.606
H22 4.839 0.660 -0.651
C11 6.811 1.543 -0.473
C12 -2.837 0.117 4.313
C13 -3.528 2.675 -3.271
H23 -2.834 -0.976 4.139
C14 -2.689 2.018 -2.275
H24 -3.325 0.610 3.445
H25 -1.136 -5.493 1.830
H26 1.091 -3.811 -1.182
H27 -1.330 1.198 -3.727
H28 -2.358 -4.265 1.505
C15 -2.944 2.094 -0.891
H29 4.312 -1.303 1.295
H30 -0.255 -3.768 -3.142
C16 -5.951 5.346 -3.841
C17 -1.429 -4.704 1.133
C18 -0.980 0.689 -0.351
C19 -1.324 1.407 5.782
H31 -1.888 -0.307 2.469
C20 0.216 -2.809 -2.895
H32 -7.020 7.032 -4.682
H33 -3.865 -1.229 -0.493
C21 1.408 0.949 4.946
H34 -2.326 1.440 6.219
H35 -1.605 -5.171 0.160
H36 -3.691 -2.636 0.608
H37 0.662 2.003 1.805
H38 -2.354 1.562 1.096
H39 -3.395 0.354 5.221
C22 -1.545 1.278 -2.663
H40 -0.494 -2.001 -3.097
C23 -2.050 -2.310 -0.796
H41 -5.680 5.888 -2.937
C24 -0.289 -3.708 1.107
H42 7.816 1.219 -0.186
H43 2.209 1.316 2.457
C25 -6.703 5.999 -4.827
C26 5.472 -1.654 -1.755
H44 5.911 -1.510 3.083
C27 -6.686 4.157 -6.190
H45 0.958 0.181 5.583
H46 0.662 -4.216 0.885
H47 -3.810 2.645 -0.517
C28 5.742 0.552 -0.031
H48 6.616 2.508 0.000
H49 0.153 0.073 -2.110
C29 -5.522 4.012 -4.056
H50 -0.962 2.424 5.565
H51 5.809 -3.773 -2.110
H52 -3.144 2.697 -4.291
C30 -0.630 0.673 3.536
H53 5.278 -3.151 2.895
Br1 1.773 -1.333 1.955
N4 0.577 1.234 3.770

***

No. 12
# C8H16NO2

A 2-piece molecular cluster, C8H16NO2 overall (ωB97M-V/def2-TZVPD, the OMol25 dataset).

The expectation value of S² is 2.005. The total charge is +1. For the total energy, the calculation gives -14127.1955 eV. The multiplicity is 3.

Geometry (Å):
H1 -1.531 -0.099 -2.170
O1 0.648 0.322 -1.102
C1 -1.553 0.906 -0.452
C2 0.981 -1.813 -0.276
C3 1.679 -0.756 -1.072
C4 0.448 0.158 1.279
H2 4.207 1.171 -0.167
C5 -2.159 0.502 -1.568
H3 -0.882 -2.944 0.969
H4 -0.091 0.391 2.275
N1 0.009 -1.097 0.575
H5 2.648 -0.197 -0.755
C6 -2.131 2.009 0.330
H6 1.904 -0.940 -2.167
C7 -0.208 0.309 -0.080
H7 -2.228 1.824 1.417
H8 1.697 -2.342 0.340
C8 -1.186 -1.842 0.948
H9 -1.925 -1.683 0.228
H10 -2.995 0.993 -2.001
H11 0.443 -2.530 -0.911
O2 3.542 1.451 0.472
H12 -3.193 2.029 -0.037
H13 1.591 0.371 1.291
H14 -1.651 -1.555 1.851
H15 3.549 2.395 0.672
H16 -1.612 2.967 0.112

***

What is the total energy in the ninth record?
-14115.6731 eV

***

Look up the total energy of the twelfth one.
-14127.1955 eV